No. 1
The following is a quantum chemistry calculation of a molecular structure, C3H11N5 in a non-equilibrium geometry, from the OMol25 dataset.

XYZ file:
```
19
Properties=species:S:1:pos:R:3:nbo_charge:R:1
C 0.447 0.445 2.029 -0.479
N -0.683 0.728 -0.324 -0.242
N -0.694 -0.034 1.333 -0.098
C 0.438 0.307 -1.001 0.286
N -1.896 0.205 -0.900 -0.733
N -0.686 -1.394 1.215 -0.621
N 0.407 -0.925 -1.667 -0.852
C 1.618 0.947 -0.749 -0.553
H -2.058 0.662 -1.798 0.364
H -2.640 0.499 -0.275 0.374
H -1.464 -1.685 0.629 0.372
H 0.185 -1.786 0.846 0.340
H 1.091 -1.035 -2.400 0.382
H -0.515 -1.230 -1.934 0.392
H 1.335 0.459 1.318 0.215
H 0.692 -0.181 2.890 0.223
H 0.279 1.478 2.323 0.213
H 2.541 0.593 -1.182 0.198
H 1.604 1.947 -0.352 0.218
```

Output
Relative energy (zero: lowest compared OMol25 entry of this formula, charge and spin): 3.9940 eV
Gap between HOMO and LUMO: 8.54 eV
Highest occupied orbital energy: -7.5 eV

No. 2
The following is a quantum chemistry calculation of 2 unconnected molecules or ions with the total composition C3H11N5, from the OMol25 dataset.

XYZ file:
```
19
Properties=species:S:1:pos:R:3:nbo_charge:R:1
C -0.825 -0.078 -1.266 0.529
C -0.286 -0.980 1.764 -0.359
C 1.026 -0.931 1.870 -0.429
N 0.064 -1.075 -1.679 -0.855
N -2.163 -0.329 -1.538 -0.825
N 0.937 2.499 0.263 -0.651
N -0.515 0.995 -0.662 -0.389
N 0.835 1.315 -0.500 -0.342
H -0.315 -1.680 -2.393 0.382
H 0.967 -0.706 -1.940 0.391
H -2.767 0.320 -1.055 0.398
H -2.440 -1.293 -1.415 0.370
H 1.848 2.912 0.092 0.351
H 0.811 2.342 1.266 0.328
H -0.928 -0.251 2.223 0.196
H -0.779 -1.753 1.195 0.192
H 1.340 0.522 -0.075 0.327
H 1.666 -1.665 1.406 0.196
H 1.525 -0.165 2.444 0.190
```

Output
Relative energy (zero: lowest compared OMol25 entry of this formula, charge and spin): 2.3522 eV
Gap between HOMO and LUMO: 8.66 eV
SMILES: NNN=C(N)N.C=C
Highest occupied orbital energy: -7.7 eV

No. 3
The following is a quantum chemistry calculation of a single C3H11N5 molecule in a non-equilibrium geometry, from the OMol25 dataset.

XYZ file:
```
19
Properties=species:S:1:pos:R:3:nbo_charge:R:1
C 2.064 -0.889 -0.772 -0.404
C 1.726 0.702 1.009 -0.431
C -1.041 0.731 -0.252 0.564
H 1.730 -1.149 -1.837 0.205
H 3.081 -0.476 -0.804 0.202
H 2.037 -1.783 -0.174 0.158
H 2.773 0.891 0.835 0.198
H 1.265 1.663 1.163 0.224
H 1.699 0.038 1.898 0.157
H -0.284 -0.966 0.598 0.374
H -1.493 2.400 -0.707 0.326
H -3.040 0.682 -0.735 0.365
H -2.654 -1.651 -0.459 0.340
H -3.348 -1.158 0.876 0.355
N 1.195 0.133 -0.218 -0.267
N -0.126 -0.301 -0.114 -0.485
N -0.659 1.874 -0.592 -0.724
N -2.397 0.315 -0.050 -0.501
N -2.525 -1.055 0.334 -0.656
```

Output
Relative energy (zero: lowest compared OMol25 entry of this formula, charge and spin): 2.3172 eV
Gap between HOMO and LUMO: 9.32 eV
SMILES: [H]/N=C(\NN)NN(C)C
Highest occupied orbital energy: -8.4 eV

No. 4
The following is a quantum chemistry calculation of a gas-phase ion, C3H11N5 (charge +2) in a non-equilibrium geometry, from the OMol25 dataset.

XYZ file:
```
19
Properties=species:S:1:pos:R:3:nbo_charge:R:1
C -0.404 0.929 -0.368 0.585
C 0.283 -1.020 0.602 -0.259
C 1.171 -0.618 -0.570 0.055
N 0.615 0.589 -1.071 -0.521
N -0.778 0.070 0.713 -0.288
N -0.979 2.148 -0.581 -0.804
N 1.304 -1.607 -1.681 -0.697
N -1.220 0.645 1.870 -0.487
H -0.271 -1.963 0.728 0.263
H 0.711 -0.926 1.667 0.226
H 2.050 -0.393 -0.053 0.247
H -0.566 2.667 -1.355 0.455
H -1.986 2.359 -0.443 0.427
H 1.200 -0.987 -2.459 0.468
H 0.478 -2.299 -1.777 0.475
H 2.268 -2.015 -1.824 0.484
H -1.684 -0.056 2.465 0.468
H -1.764 1.495 1.678 0.474
H -0.426 0.983 2.459 0.429
```

Output
Relative energy (zero: lowest compared OMol25 entry of this formula, charge and spin): 0.0000 eV
Total charge: +2
Gap between HOMO and LUMO: 10.58 eV
SMILES: NC1=N[C@H]([NH3+])CN1[NH3+]
Highest occupied orbital energy: -17.7 eV

No. 5
The following is a quantum chemistry calculation of 2 unconnected molecules or ions with the total composition C3H11NO in a non-equilibrium geometry, from the OMol25 dataset.

XYZ file:
```
16
Properties=species:S:1:pos:R:3:lowdin_spin:R:1
C -0.769 -0.449 -0.172 0.128
C 0.708 -0.816 -0.618 0.059
C 1.851 -0.549 0.363 0.232
N -1.064 -1.267 1.031 0.072
H -1.484 -0.534 -0.986 0.017
H -0.833 0.605 0.182 0.034
H 0.783 -0.285 -1.557 0.016
H 0.760 -1.916 -0.906 0.009
H 2.674 -0.303 -0.375 0.035
H 2.098 -1.508 0.975 0.050
H 1.720 0.320 1.035 0.074
H -0.981 -0.703 1.995 0.096
H -0.244 -1.929 1.154 0.030
H -0.208 2.168 -0.174 0.039
H -1.537 2.218 -0.900 0.025
O -0.755 2.703 -0.637 0.086
```

Output
Relative energy (zero: lowest compared OMol25 entry of this formula, charge and spin): 1.1376 eV
Spin multiplicity: 2
Total charge: -1
Gap between HOMO and LUMO (alpha / beta): 3.09 / 9.56 eV
Expectation value of S²: 0.75
Highest occupied orbital energy (alpha / beta): 1.2 / -5.4 eV

No. 6
The following is a quantum chemistry calculation of 2 unconnected molecules or ions with the total composition C3H11NO in a non-equilibrium geometry, from the OMol25 dataset.

XYZ file:
```
16
Properties=species:S:1:pos:R:3:nbo_charge:R:1
C 1.987 2.010 1.332 -0.233
O 1.483 0.845 0.731 -1.034
H 2.950 2.208 0.816 0.136
H 1.276 2.859 1.394 0.130
H 2.331 1.594 2.311 0.130
C -1.800 -0.196 -1.275 -0.643
C -0.674 -1.286 -1.050 -0.206
N -0.207 -1.193 0.386 -0.727
H -1.580 0.314 -2.172 0.234
H -2.685 -0.863 -1.370 0.208
H -2.099 0.577 -0.552 0.242
H -1.063 -2.302 -1.245 0.198
H 0.292 -1.176 -1.589 0.232
H 0.202 -0.209 0.643 0.505
H 0.512 -1.893 0.498 0.418
H -0.924 -1.289 1.142 0.408
```

Output
Relative energy (zero: lowest compared OMol25 entry of this formula, charge and spin): 3.3261 eV
Gap between HOMO and LUMO: 6.73 eV
Highest occupied orbital energy: -6.4 eV

No. 7
The following is a quantum chemistry calculation of 2 unconnected molecules or ions with the total composition C3H11NO in a non-equilibrium geometry, from the OMol25 dataset.

XYZ file:
```
16
Properties=species:S:1:pos:R:3:nbo_charge:R:1
C -0.180 0.805 -1.471 -0.622
C -1.089 0.230 -0.406 -0.209
N -0.391 -0.158 0.808 -0.686
C 0.472 0.784 1.480 -0.406
H -0.776 1.220 -2.291 0.216
H 0.366 1.662 -1.092 0.200
H 0.520 0.032 -1.775 0.210
H -1.904 0.931 -0.176 0.159
H -1.581 -0.656 -0.796 0.202
H -0.765 -0.972 1.259 0.393
H 0.221 1.796 1.173 0.190
H 1.526 0.601 1.245 0.175
H 0.366 0.673 2.559 0.201
H 0.691 -1.631 -0.016 0.481
H 1.734 -2.735 -0.288 0.463
O 0.789 -2.582 -0.213 -0.969
```

Output
Relative energy (zero: lowest compared OMol25 entry of this formula, charge and spin): 0.6871 eV
Gap between HOMO and LUMO: 9.53 eV
SMILES: CCNC.O
Highest occupied orbital energy: -8.5 eV

No. 8
The following is a quantum chemistry calculation of 2 unconnected molecules or ions with the total composition C3H11NO2, from the OMol25 dataset.

XYZ file:
```
17
Properties=species:S:1:pos:R:3:nbo_charge:R:1
C 0.127 1.164 -0.661 -0.061
O -0.562 1.941 0.303 -0.721
C 0.360 -0.272 -0.221 -0.084
C 1.294 -1.032 -1.170 -0.626
N -0.950 -0.913 -0.074 -0.861
H 1.075 1.653 -0.876 0.186
H -0.442 1.103 -1.596 0.153
H -1.506 1.778 0.200 0.477
H 0.813 -0.306 0.766 0.198
H 1.474 -1.999 -0.693 0.211
H 0.892 -1.207 -2.166 0.203
H 2.259 -0.536 -1.314 0.212
H -0.891 -1.848 0.317 0.367
H -1.466 -0.915 -0.952 0.355
H -0.921 -0.256 3.017 0.459
H -0.820 0.947 2.094 0.483
O -0.736 0.697 3.028 -0.952
```

Output
Relative energy (zero: lowest compared OMol25 entry of this formula, charge and spin): 0.1241 eV
Gap between HOMO and LUMO: 10.54 eV
SMILES: C[C@H](N)CO.O
Highest occupied orbital energy: -9.7 eV

No. 9
The following is a quantum chemistry calculation of 2 unconnected molecules or ions with the total composition C3H11NO2 in a non-equilibrium geometry, from the OMol25 dataset.

XYZ file:
```
17
Properties=species:S:1:pos:R:3:nbo_charge:R:1
C 1.292 0.968 -0.513 -0.052
O 0.149 1.784 -0.724 -0.740
C 1.029 -0.571 -0.298 -0.089
C -0.393 -0.986 -0.569 -0.633
N 1.500 -1.023 1.035 -0.814
H 1.752 1.327 0.414 0.153
H 1.916 1.098 -1.389 0.184
H -0.671 1.486 -0.295 0.487
H 1.688 -1.012 -1.050 0.182
H -0.483 -2.072 -0.695 0.218
H -1.031 -0.863 0.312 0.172
H -0.878 -0.563 -1.447 0.234
H 1.435 -0.199 1.610 0.344
H 0.819 -1.656 1.446 0.347
H -2.108 0.557 1.130 0.461
H -3.368 0.563 0.430 0.471
O -2.649 1.162 0.603 -0.924
```

Output
Relative energy (zero: lowest compared OMol25 entry of this formula, charge and spin): 0.8311 eV
Gap between HOMO and LUMO: 10.11 eV
SMILES: C[C@H](N)CO.O
Highest occupied orbital energy: -9.6 eV

No. 10
The following is a quantum chemistry calculation of 3 unconnected molecules or ions with the total composition C3H11NO2 in a non-equilibrium geometry, from the OMol25 dataset.

XYZ file:
```
17
Properties=species:S:1:pos:R:3:nbo_charge:R:1
C -0.965 1.559 -0.907 -0.642
C 0.141 0.691 -0.349 -0.251
C 0.702 -0.778 1.457 -0.455
N -0.173 0.242 1.040 -0.278
H -1.363 2.210 0.033 0.210
H -0.639 2.209 -1.671 0.218
H -1.913 0.938 -1.254 0.268
H 1.057 1.239 -0.306 0.235
H 0.339 -0.196 -0.930 0.291
H 0.593 -0.966 2.529 0.216
H 1.843 -0.592 1.197 0.300
H 0.515 -1.648 0.754 0.304
H 3.120 -1.144 -1.180 0.440
O 2.417 -0.772 -0.583 -0.841
H -1.100 -0.216 0.847 0.449
H -2.371 -1.824 -0.551 0.451
O -2.202 -0.951 -0.125 -0.916
```

Output
Relative energy (zero: lowest compared OMol25 entry of this formula, charge and spin): 9.0549 eV
Gap between HOMO and LUMO: 4.41 eV
Highest occupied orbital energy: -9.2 eV

No. 11
The following is a quantum chemistry calculation of 3 unconnected molecules or ions with the total composition C3H11NO2 in a non-equilibrium geometry, from the OMol25 dataset.

XYZ file:
```
17
Properties=species:S:1:pos:R:3:nbo_charge:R:1
C -0.130 0.008 1.400 -0.366
C -1.213 0.272 0.245 -0.403
C -0.644 0.862 -1.054 -0.606
O 0.013 -1.622 -1.537 -0.933
N 0.787 1.122 1.382 -0.264
H 0.343 -0.975 0.959 0.371
H -0.606 -0.219 2.360 0.265
H -2.025 0.893 0.684 0.204
H -1.155 1.811 -1.222 0.200
H -0.681 0.232 -1.851 0.256
H 0.374 1.050 -0.711 0.218
H -1.775 -0.569 -0.076 0.241
H 1.704 0.049 0.399 0.419
H 1.439 0.992 2.088 0.335
H 1.198 -0.919 -0.761 0.491
H 0.343 -2.416 -1.976 0.442
O 2.026 -0.571 -0.327 -0.869
```

Output
Relative energy (zero: lowest compared OMol25 entry of this formula, charge and spin): 8.2522 eV
Gap between HOMO and LUMO: 4.26 eV
Highest occupied orbital energy: -9.1 eV

No. 12
The following is a quantum chemistry calculation of 3 unconnected molecules or ions with the total composition C3H11NO2 in a non-equilibrium geometry, from the OMol25 dataset.

XYZ file:
```
17
Properties=species:S:1:pos:R:3:nbo_charge:R:1
C -2.182 -0.633 -0.478 -0.643
C -0.838 -0.731 -1.160 -0.221
C 0.058 -1.695 -1.073 0.004
N 1.486 -1.502 -0.961 -0.856
H -2.868 0.014 -1.028 0.212
H -2.756 -1.564 -0.540 0.212
H -2.014 -0.417 0.573 0.230
H -0.421 0.277 -1.266 0.151
H -0.167 -2.748 -0.961 0.182
H 1.630 -1.134 -0.021 0.373
H 1.825 -0.722 -1.511 0.355
H -0.395 2.151 -0.513 0.469
H -0.202 3.311 0.430 0.468
O -0.223 2.347 0.417 -0.937
H 1.670 1.405 2.536 0.480
H 3.091 0.955 3.016 0.471
O 2.305 0.684 2.540 -0.950
```

Output
Relative energy (zero: lowest compared OMol25 entry of this formula, charge and spin): 1.5134 eV
Gap between HOMO and LUMO: 9.32 eV
SMILES: C/C=C/N.O.O
Highest occupied orbital energy: -8.8 eV

No. 13
The following is a quantum chemistry calculation of 2 unconnected molecules or ions with the total composition C3H11NO2 in a non-equilibrium geometry, from the OMol25 dataset.

XYZ file:
```
17
Properties=species:S:1:pos:R:3:lowdin_spin:R:1
C 1.507 0.846 0.330 0.002
O 2.389 0.003 -0.370 0.013
C 0.451 1.475 -0.544 0.079
C -0.505 2.399 0.207 0.062
N -0.350 0.401 -1.151 0.763
H 2.046 1.544 0.971 0.002
H 0.971 0.190 1.044 -0.001
H 3.112 0.547 -0.706 0.000
H 0.976 2.057 -1.319 0.028
H -0.944 3.156 -0.437 0.000
H -1.354 1.772 0.555 0.001
H -0.158 2.744 1.178 0.014
H -0.263 -0.448 -0.581 0.019
H -1.214 0.833 -1.468 0.017
H -2.041 -6.057 1.520 0.000
H -2.681 -5.823 0.099 0.000
O -1.941 -5.639 0.671 0.000
```

Output
Relative energy (zero: lowest compared OMol25 entry of this formula, charge and spin): 1.2903 eV
Spin multiplicity: 2
Total charge: +1
Gap between HOMO and LUMO (alpha / beta): 10.26 / 4.92 eV
Expectation value of S²: 0.75
Highest occupied orbital energy (alpha / beta): -13.6 / -13.6 eV

No. 14
The following is a quantum chemistry calculation of 2 unconnected molecules or ions with the total composition C3H11NO2Si in a non-equilibrium geometry, from the OMol25 dataset.

XYZ file:
```
18
Properties=species:S:1:pos:R:3:nbo_charge:R:1
C 2.516 -0.856 -0.322 -0.258
C 0.204 2.213 0.325 -0.281
C -1.088 -0.793 -1.354 -1.395
N -1.936 -0.825 1.597 -1.338
O 1.525 -0.141 -1.047 -0.767
O -0.908 1.439 0.806 -0.907
Si -1.427 -0.011 0.222 1.993
H 2.733 -1.829 -0.773 0.175
H 2.128 -1.093 0.746 0.149
H 3.520 -0.291 -0.127 0.189
H 0.899 1.495 -0.210 0.239
H 0.525 2.687 1.270 0.190
H -0.211 2.976 -0.427 0.175
H 0.730 -0.543 -1.085 0.497
H -1.674 -1.715 -1.807 0.267
H -0.903 -0.118 -2.187 0.236
H -1.222 -0.592 2.362 0.415
H -2.725 -1.382 1.822 0.421
```

Output
Relative energy (zero: lowest compared OMol25 entry of this formula, charge and spin): 4.8795 eV
Gap between HOMO and LUMO: 8.46 eV
SMILES: C=[Si](N)OC.CO
Highest occupied orbital energy: -8.1 eV